1.
ORCA calculation (ωB97M-V/def2-TZVPD) on a structure of composition C39H71FInN8O4.

For the total energy, the calculation gives -69594.6147 eV. The HOMO-LUMO gap is 6.4 eV. As for the net charge: -1. The value obtained for the HOMO energy is -4.32 eV. The LUMO energy is 2.0823 eV.

Each line ends with the Löwdin charge.
Geometry (Å):
C: -2.30466 -2.31864 5.02847  -0.16
O: -1.48694 -1.24007 4.64771  -0.31
C: -1.92070 -0.58862 3.41341  -0.24
In: -0.08233 0.30223 2.50390  0.93
C: -0.39388 2.18565 1.30821  -0.27
O: -1.74915 2.60229 1.08666  -0.28
C: -2.51724 2.68741 2.25287  -0.18
C: 1.30212 0.76395 4.22657  -0.19
C: 2.46451 -0.19323 4.40665  -0.50
C: 3.80296 0.43730 4.00869  -0.04
F: 2.26811 -1.40484 3.76786  -0.05
N: 0.71844 -1.20532 1.12980  0.02
C: -0.31962 -2.11849 0.85952  -0.57
C: -0.03507 -3.53988 1.30376  0.01
O: -1.36514 -1.86711 0.35419  0.09
C: 1.21802 -0.63264 0.01577  -0.64
C: 2.47138 0.18297 0.19408  -0.01
O: 0.75264 -0.70365 -1.09469  0.03
H: -3.29745 -2.27293 4.58984  0.08
H: -2.43688 -2.28021 6.11148  0.07
H: -1.79252 -3.25658 4.80456  0.08
H: -2.37911 -1.34517 2.78250  0.03
H: -2.67371 0.14089 3.70891  0.03
H: 0.21927 2.96662 1.75107  0.01
H: 0.02800 2.00608 0.32509  0.03
H: -3.26656 1.89779 2.23914  0.07
H: -1.92291 2.64935 3.16126  0.07
H: -3.06943 3.62750 2.27573  0.07
H: 1.61596 1.79694 4.16736  0.03
H: 0.69191 0.67993 5.11829  0.02
H: 2.52864 -0.41730 5.46773  0.07
H: 4.08849 0.17274 2.99796  0.06
H: 3.72101 1.50634 4.13261  0.07
H: 4.58585 0.09390 4.68140  0.06
H: -0.30869 -4.17953 0.47778  0.05
H: -0.71637 -3.76664 2.11531  0.08
H: 0.98406 -3.68243 1.63486  0.08
H: 2.76727 0.26652 1.23168  0.05
H: 2.27797 1.16501 -0.21624  0.06
H: 3.26715 -0.26943 -0.38483  0.08
C: 1.92414 7.69331 0.76087  -0.11
C: 1.53117 7.04400 -0.56141  -0.26
C: 0.79953 5.71092 -0.37746  -0.19
C: 1.66194 4.68746 0.20327  -0.23
N: 2.33645 3.88363 0.66820  0.18
H: 2.63866 7.07690 1.30890  0.08
H: 2.38850 8.66546 0.58515  0.07
H: 1.04803 7.84591 1.39347  0.05
H: 2.42296 6.90050 -1.17536  0.11
H: 0.87402 7.72408 -1.10826  0.10
H: 0.43875 5.35930 -1.34583  0.12
H: -0.07764 5.84607 0.25731  0.08
C: 5.25329 -0.30748 9.90142  -0.11
C: 3.99624 -1.15965 10.03703  -0.27
C: 3.31054 -1.42911 8.69507  -0.19
C: 2.76804 -0.21222 8.09619  -0.23
N: 2.34849 0.74456 7.62057  0.18
H: 5.01864 0.68873 9.52369  0.07
H: 5.73942 -0.18979 10.87074  0.07
H: 5.96928 -0.77112 9.22021  0.07
H: 3.29787 -0.67349 10.72079  0.11
H: 4.26400 -2.11910 10.48488  0.10
H: 2.49371 -2.13870 8.83722  0.12
H: 4.01244 -1.89216 7.99894  0.12
C: -0.82048 -0.59700 -4.13540  -0.10
C: 0.16740 0.27614 -4.89447  -0.25
C: -0.36596 0.75109 -6.25161  -0.19
C: -0.54812 -0.34799 -7.19841  -0.21
N: -0.68750 -1.21373 -7.94194  0.17
H: -1.02356 -1.52914 -4.67011  0.07
H: -0.41745 -0.85411 -3.15660  0.06
H: -1.76728 -0.07452 -3.98193  0.07
H: 1.10432 -0.26672 -5.03138  0.11
H: 0.39615 1.15525 -4.29011  0.11
H: 0.33131 1.46865 -6.68917  0.12
H: -1.31573 1.27350 -6.11852  0.12
C: -1.19763 -3.35214 -10.12347  -0.14
C: -2.55118 -4.02438 -10.33015  -0.26
C: -2.47130 -5.55411 -10.33140  -0.20
C: -1.72595 -6.07279 -11.47763  -0.24
N: -1.14353 -6.47976 -12.38004  0.13
H: -0.51471 -3.57340 -10.94789  0.07
H: -1.31727 -2.27663 -10.07004  0.03
H: -0.73295 -3.68078 -9.19500  0.06
H: -2.99495 -3.67526 -11.26464  0.11
H: -3.22452 -3.71916 -9.52639  0.10
H: -3.47944 -5.97226 -10.35767  0.12
H: -2.00670 -5.90591 -9.40864  0.12
C: 3.24551 -7.00483 -0.58399  -0.11
C: 2.18691 -6.98918 -1.68127  -0.26
C: 0.99284 -6.09254 -1.34354  -0.19
C: 0.22262 -6.59842 -0.20960  -0.25
N: -0.37726 -7.00729 0.67997  0.16
H: 2.85313 -7.43092 0.34062  0.07
H: 4.10176 -7.60698 -0.89073  0.07
H: 3.60268 -5.99603 -0.37018  0.08
H: 1.84568 -8.00830 -1.87445  0.11
H: 2.63876 -6.62445 -2.60594  0.11
H: 0.33070 -6.02263 -2.20833  0.12
H: 1.33240 -5.07815 -1.12420  0.12
C: -5.81834 -0.47588 -5.07324  -0.11
C: -4.51418 -1.04540 -5.61996  -0.25
C: -4.38802 -0.90193 -7.14002  -0.19
C: -5.36932 -1.71358 -7.85808  -0.24
N: -6.13701 -2.35608 -8.42156  0.14
H: -6.68296 -1.02102 -5.45639  0.07
H: -5.83558 -0.54687 -3.98594  0.08
H: -5.93038 0.57641 -5.34314  0.07
H: -4.42734 -2.09550 -5.33650  0.12
H: -3.67783 -0.52159 -5.15615  0.08
H: -3.38716 -1.21292 -7.44920  0.09
H: -4.49825 0.14530 -7.42858  0.12
C: -1.01052 6.51774 6.28074  -0.11
C: -0.06968 7.42572 5.49670  -0.26
C: -0.69522 7.95946 4.20440  -0.19
C: -0.94512 6.89462 3.23605  -0.21
N: -1.13489 6.05782 2.47307  0.20
H: -1.25338 5.61541 5.71792  0.08
H: -0.54624 6.20859 7.21698  0.07
H: -1.94304 7.03313 6.52112  0.07
H: 0.85105 6.88621 5.26870  0.11
H: 0.20688 8.27794 6.12148  0.10
H: -0.02542 8.69275 3.74989  0.11
H: -1.63059 8.47782 4.42351  0.12



2.
ORCA calculation (ωB97M-V/def2-TZVPD) on a structure of composition C27H70BrFO11PS8.

For the total energy, the calculation gives -220373.6920 eV. The HOMO-LUMO gap is 7.6 eV. As for the net charge: +1. The value obtained for the HOMO energy is -9.98 eV. The LUMO energy is -2.4240 eV.

Each line ends with the Löwdin charge.
Geometry (Å):
C: 0.81778 5.30111 0.84046  -0.08
C: 0.43870 3.81795 0.81620  -0.22
C: 0.08022 3.28075 -0.55890  -0.19
O: -1.32739 3.04165 -0.68425  -0.19
C: -2.01191 3.59013 -1.75410  -0.24
P: -3.54029 4.36284 -1.10684  0.96
C: -3.87371 5.81749 -2.09952  -0.18
C: -2.92040 6.96882 -1.77431  -0.23
F: -2.61217 7.60949 -2.95231  -0.02
C: -3.16657 4.74648 0.61597  -0.24
C: -3.94119 5.89836 1.18003  -0.83
O: -4.83479 6.50871 0.64422  0.04
Br: -3.30529 6.40653 2.94119  0.79
O: -4.75518 3.40333 -1.30633  -0.20
C: -4.77759 2.20952 -0.43763  -0.19
C: -6.01681 2.12092 0.38827  -0.21
C: -6.18331 3.18631 1.46157  -0.08
H: 1.39242 5.50673 1.73537  0.05
H: 1.41868 5.60377 -0.00953  0.08
H: -0.05134 5.95756 0.90040  0.05
H: 1.21077 3.20079 1.23935  0.10
H: -0.45967 3.70394 1.41250  0.10
H: 0.56663 2.31780 -0.66316  0.10
H: 0.47886 3.91828 -1.34660  0.12
H: -2.32622 2.81837 -2.45628  0.13
H: -1.47626 4.35413 -2.31891  0.12
H: -3.63560 5.50378 -3.11282  0.12
H: -4.91611 6.09103 -2.03716  0.11
H: -3.38780 7.68764 -1.11381  0.12
H: -1.99756 6.62650 -1.30632  0.11
H: -2.11041 5.00859 0.64047  0.08
H: -3.23920 3.86391 1.23663  0.10
H: -4.79060 1.36294 -1.11102  0.12
H: -3.86510 2.12751 0.14789  0.10
H: -5.99018 1.13709 0.85299  0.08
H: -6.88022 2.14561 -0.26667  0.13
H: -6.44501 4.15297 1.04528  0.07
H: -6.98341 2.89233 2.12764  0.08
H: -5.29867 3.29155 2.08421  0.07
C: 0.20534 -1.57144 2.13322  -0.26
S: -0.24040 -0.25773 1.00986  0.83
O: 0.25160 1.03476 1.58835  -0.55
C: -2.00431 -0.30749 1.31779  -0.29
H: 1.28632 -1.67521 2.11709  0.03
H: -0.12968 -1.33089 3.14284  0.07
H: -0.24315 -2.50310 1.79104  0.05
H: -2.18835 -0.10751 2.37459  0.07
H: -2.38928 -1.28204 1.02704  -0.03
H: -2.46971 0.46519 0.70654  0.03
C: 4.02036 -2.81767 4.07170  -0.26
S: 3.40469 -4.28701 3.24087  0.81
O: 2.23126 -3.88188 2.42358  -0.57
C: 2.79427 -5.10546 4.71761  -0.27
H: 4.41244 -2.14550 3.31108  0.05
H: 3.20701 -2.33053 4.61039  0.06
H: 4.81951 -3.09792 4.75713  0.06
H: 2.06355 -4.46774 5.21540  0.06
H: 3.63108 -5.31971 5.38158  0.06
H: 2.32368 -6.03626 4.40978  0.05
C: -2.26062 -5.45028 -1.16435  -0.23
S: -1.36789 -3.90281 -1.00928  0.92
O: -2.38586 -2.86437 -0.65646  -0.57
C: -1.01728 -3.70623 -2.75542  -0.24
H: -2.60546 -5.73564 -0.17313  0.05
H: -3.11431 -5.31695 -1.82944  0.07
H: -1.58775 -6.21487 -1.55038  0.07
H: -1.95193 -3.69026 -3.31709  0.06
H: -0.38139 -4.52681 -3.08495  0.06
H: -0.48963 -2.76383 -2.88250  0.06
C: 0.37849 7.64204 3.79094  -0.30
S: 2.03118 8.30792 3.56451  0.82
O: 2.73247 7.37231 2.64827  -0.55
C: 2.60987 7.95382 5.22706  -0.27
H: -0.14086 7.72870 2.83864  0.02
H: 0.43825 6.59261 4.08221  0.06
H: -0.15255 8.21942 4.54799  0.05
H: 2.51848 6.88626 5.42637  0.06
H: 2.02556 8.53028 5.94400  0.06
H: 3.65418 8.25143 5.28337  0.05
C: 4.42063 -5.17864 -2.09481  -0.27
S: 3.23600 -4.69521 -0.83956  0.81
O: 1.88553 -4.74367 -1.47707  -0.58
C: 3.70798 -2.96828 -0.75189  -0.26
H: 4.27000 -6.23079 -2.31568  0.02
H: 4.26257 -4.58155 -2.99509  0.06
H: 5.43083 -5.03659 -1.71284  0.06
H: 3.60313 -2.50463 -1.73143  0.03
H: 4.73829 -2.88676 -0.40802  0.06
H: 3.04667 -2.48030 -0.03866  0.04
C: 5.09428 -10.60698 -2.95037  -0.27
S: 6.25670 -9.24401 -2.82974  0.82
O: 5.54518 -8.12990 -2.14756  -0.56
C: 6.27550 -8.85385 -4.58305  -0.27
H: 4.90646 -10.97185 -1.94334  0.05
H: 4.16314 -10.25569 -3.39451  0.06
H: 5.53095 -11.40361 -3.55214  0.05
H: 5.26401 -8.62260 -4.91687  0.06
H: 6.67770 -9.70128 -5.13746  0.05
H: 6.91816 -7.98768 -4.72312  0.05
C: -5.13050 -3.53556 1.01087  -0.24
S: -4.71049 -1.81203 0.75757  0.83
O: -5.98008 -1.03315 0.88527  -0.55
C: -4.34605 -1.97323 -0.99547  -0.27
H: -5.43240 -3.65394 2.04876  0.05
H: -5.95439 -3.81093 0.35310  0.06
H: -4.25379 -4.15113 0.81227  0.03
H: -5.22074 -2.36095 -1.51766  0.06
H: -3.49408 -2.64062 -1.12064  -0.13
H: -4.09227 -0.98990 -1.38278  0.04
C: 3.78642 -0.13215 -3.66265  -0.28
S: 5.02186 0.70361 -2.65902  0.81
O: 5.10659 -0.03157 -1.37341  -0.55
C: 4.04092 2.17821 -2.34909  -0.27
H: 4.18268 -1.10914 -3.93082  0.05
H: 2.86713 -0.25275 -3.08845  0.05
H: 3.60179 0.44617 -4.56782  0.05
H: 3.10567 1.89665 -1.86349  0.04
H: 3.84720 2.68901 -3.29245  0.05
H: 4.61742 2.82650 -1.69300  0.05



3.
ORCA calculation (ωB97M-V/def2-TZVPD) on an isolated molecule of C2H3NO2S2.

For the total energy, the calculation gives -29372.2439 eV. The HOMO-LUMO gap (spin up / spin down) is 7.2 / 7.2 eV. As for the net charge: 0. The value obtained for the relative energy (zero: lowest compared OMol25 entry of this formula, charge and spin) is 553.2 kJ/mol. The value obtained for the HOMO energy (spin up / spin down) is -8.78 / -8.77 eV. The LUMO energy (spin up / spin down) is -1.5784 / -1.5879 eV.

Each line ends with the natural charge from an NBO analysis.
Geometry (Å):
C: 0.66426 0.81240 -0.10062  -0.31
C: -0.33201 -0.14778 0.08075  -0.21
N: -0.65697 -1.05649 -0.87676  0.43
O: -0.02941 -0.98695 -2.11292  -0.50
O: -1.46309 -1.95189 -0.70604  -0.31
S: 1.12480 1.81252 1.25257  0.11
S: -1.21790 -0.59799 1.62619  0.00
H: 0.90195 -0.72904 -1.92219  0.51
H: 2.31807 2.18099 0.70230  0.15
H: -1.30969 0.66423 2.05673  0.12



4.
ORCA calculation (ωB97M-V/def2-TZVPD) on an isolated molecule of C3H4O3.

For the total energy, the calculation gives -9314.1509 eV. The HOMO-LUMO gap is 8.8 eV. As for the net charge: 0. The value obtained for the relative energy (zero: lowest compared OMol25 entry of this formula, charge and spin) is 439.0 kJ/mol. The value obtained for the HOMO energy is -9.45 eV. The LUMO energy is -0.5988 eV.

Each line ends with the natural charge from an NBO analysis.
Geometry (Å):
O: -0.48115 -1.51496 -1.47117  -0.70
C: -0.68929 -0.45895 -0.59271  -0.16
C: 0.55768 -0.18355 0.20876  0.39
O: 1.58659 -0.81476 0.04568  -0.53
C: 0.48550 0.79800 1.27962  0.16
O: 0.20428 2.04193 0.96634  -0.60
H: 0.45707 -1.75737 -1.37708  0.49
H: -0.93344 0.48276 -1.11520  0.19
H: -1.52582 -0.66462 0.09235  0.20
H: 0.33859 2.07152 1.96342  0.55



5.
ORCA calculation (ωB97M-V/def2-TZVPD) on a structure of composition C22H29CrF5N4O5Si.

For the total energy, the calculation gives -89375.5813 eV. The HOMO-LUMO gap (spin up / spin down) is 6.8 / 6.6 eV. Its spin multiplicity is 4. As for the net charge: -1. The value obtained for the relative energy (zero: lowest compared OMol25 entry of this formula, charge and spin) is 0.0 kJ/mol. The value obtained for the HOMO energy (spin up / spin down) is -4.39 / -4.32 eV. The LUMO energy (spin up / spin down) is 2.4338 / 2.2659 eV.

Each line ends with the natural charge from an NBO analysis.
Geometry (Å):
Cr: -0.51564 0.62797 -0.96848  1.21
O: -5.92064 -1.88025 -0.10679  -0.66
C: -4.67996 -1.36082 -0.29319  0.35
C: -3.76947 -1.93872 -1.17927  -0.27
C: -2.53405 -1.34502 -1.29742  0.13
N: -2.23166 -0.27865 -0.57741  -0.48
C: -3.09148 0.31257 0.23684  0.13
C: -4.35092 -0.21190 0.42538  -0.27
C: -2.52565 1.59712 0.84271  0.76
O: -3.16874 2.19972 1.68132  -0.63
O: -1.36567 1.90187 0.36163  -0.76
C: -1.40322 -1.77655 -2.22550  0.77
O: -1.53749 -2.76433 -2.92156  -0.63
O: -0.37076 -0.99710 -2.14943  -0.77
H: -6.03111 -2.64865 -0.67674  0.48
H: -3.99640 -2.81572 -1.77276  0.23
H: -5.04935 0.26819 1.09494  0.25
F: -2.67018 1.01108 -3.05871  -0.38
C: -1.47669 1.63695 -2.68106  0.22
F: -0.69251 1.57929 -3.83038  -0.38
C: -1.87855 3.12156 -2.56788  0.89
F: -2.11964 3.70776 -3.75910  -0.33
F: -2.98439 3.26974 -1.82705  -0.32
F: -0.89502 3.83474 -1.98362  -0.33
N: 3.68644 0.76204 -4.27494  -0.79
C: 3.04490 1.41637 -3.24524  0.35
C: 1.87762 0.86653 -2.68641  0.00
N: 1.27541 1.46773 -1.68225  -0.42
C: 1.79206 2.61562 -1.21192  -0.04
C: 2.93782 3.12579 -1.77116  0.03
N: 3.57405 2.53668 -2.78939  -0.44
H: 3.12253 0.15080 -4.84140  0.39
H: 4.33440 1.33709 -4.78828  0.39
H: 1.43572 -0.05321 -3.04973  0.24
H: 1.26569 3.10650 -0.41023  0.23
H: 3.35679 4.05051 -1.39443  0.20
C: 2.73864 -0.63864 0.29415  -1.17
Si: 0.94827 -0.44544 0.93296  1.20
C: 0.48251 -2.28218 1.39720  -0.50
C: 1.25120 -2.85742 2.59300  -0.60
C: 0.83133 -3.16226 0.18708  -0.61
C: -1.01642 -2.44725 1.68794  -0.60
C: 1.16479 0.58147 2.57524  -0.50
C: 1.34067 2.06785 2.24312  -0.61
C: -0.06330 0.45725 3.48277  -0.61
C: 2.40965 0.17873 3.37778  -0.61
H: 3.35314 -1.26637 0.94611  0.21
H: 3.23760 0.33343 0.21216  0.22
H: 2.73920 -1.09028 -0.70176  0.22
H: 2.33351 -2.76289 2.47501  0.20
H: 1.02610 -3.92886 2.68660  0.19
H: 0.97339 -2.38778 3.53794  0.20
H: 1.91262 -3.26129 0.06712  0.20
H: 0.43493 -2.77077 -0.75050  0.22
H: 0.42438 -4.17236 0.33034  0.19
H: -1.40234 -1.70788 2.39244  0.21
H: -1.20716 -3.44123 2.11479  0.19
H: -1.61202 -2.37455 0.77800  0.20
H: 0.50531 2.46125 1.66568  0.23
H: 2.27529 2.23927 1.70104  0.19
H: 1.40152 2.64585 3.17589  0.19
H: -0.97435 0.80248 2.98750  0.22
H: 0.07195 1.08206 4.37618  0.19
H: -0.22603 -0.56594 3.82461  0.20
H: 3.32569 0.32732 2.80183  0.20
H: 2.39406 -0.85771 3.71269  0.20
H: 2.48160 0.81084 4.27404  0.19



6.
ORCA calculation (ωB97M-V/def2-TZVPD) on the ion C2H9N2S2 with charge +1.

For the total energy, the calculation gives -26861.3951 eV. The HOMO-LUMO gap is 8.5 eV. As for the net charge: +1. The value obtained for the relative energy (zero: lowest compared OMol25 entry of this formula, charge and spin) is 323.6 kJ/mol. The value obtained for the HOMO energy is -12.47 eV. Its SMILES is [NH3+]CCN(S)S. The LUMO energy is -4.0015 eV.

Each line ends with the natural charge from an NBO analysis.
Geometry (Å):
N: -1.27841 1.19689 0.89577  -0.69
C: -0.09395 0.60555 0.14937  -0.26
C: -0.03471 -0.95744 -0.01518  -0.31
N: 1.15074 -1.25248 -0.82315  -0.65
S: 2.53347 -1.09557 0.40569  0.11
S: 0.89834 -2.88460 -1.48465  0.17
H: -1.34297 2.14644 0.56328  0.45
H: -0.95366 1.33147 1.88567  0.46
H: -2.16660 0.64738 0.67662  0.47
H: -0.08690 1.21973 -0.81389  0.23
H: 0.82773 1.07342 0.57788  0.25
H: -0.20051 -1.42531 1.01050  0.20
H: -0.79363 -1.46187 -0.75519  0.26
H: 3.50140 -1.14011 -0.52286  0.15
H: 1.29287 -2.55283 -2.82707  0.16



- Look up the net charge of the third one.
  0